This record from OMol25 describes an isolated ion of composition C7H12N3 and charge +1 in a non-equilibrium geometry. The level of theory is ωB97M-V/def2-TZVPD.

Each line ends with the natural charge from an NBO analysis.
Element x y z (Å)
C 2.28 0.32 0.73  0.16
C 0.85 1.40 -0.35  0.41
C -0.41 1.75 -1.02  -0.46
C -1.09 0.44 -1.40  -0.47
C -0.72 -0.79 -0.50  0.39
C -0.48 -2.16 1.40  -0.60
C -1.46 -1.41 0.60  -0.53
N 2.87 1.46 0.46  -0.22
N 1.96 2.24 -0.22  -0.34
N 1.00 0.22 0.29  -0.44
H 2.66 -0.49 1.34  0.23
H -1.09 2.21 -0.32  0.26
H -0.23 2.30 -1.92  0.26
H -2.19 0.62 -1.42  0.26
H -0.83 0.13 -2.42  0.24
H -0.10 -1.43 -0.98  0.17
H 0.05 -1.49 2.06  0.23
H 0.07 -2.78 0.67  0.22
H -0.95 -2.85 2.17  0.25
H -2.18 -0.83 1.12  0.25
H -2.09 -2.05 0.06  0.28
H 2.08 3.21 -0.37  0.45

Summary:
Kohn-Sham gap	9.4	eV
LUMO	-0.174	Eh
total charge	+1
HOMO level	-14.1	eV
relative energy (zero: lowest compared OMol25 entry of this formula, charge and spin)	80.5	kcal per mole

=====

This record from OMol25 describes a 2-piece molecular cluster, C7H12N3O overall in a non-equilibrium geometry. The level of theory is ωB97M-V/def2-TZVPD.

Each line ends with the natural charge from an NBO analysis.
Element x y z (Å)
C -0.53 -0.62 -0.34  0.13
C -1.07 0.93 -0.01  0.50
C -2.76 -0.61 0.13  0.76
C 1.95 -0.46 -1.14  -0.45
C 1.63 -1.82 -1.54  -0.38
C 0.62 -0.89 -0.92  0.06
C -0.42 2.23 -0.34  -0.72
N -1.67 -1.33 -0.23  -0.59
N -2.38 0.74 0.14  -0.53
N 1.33 -0.05 2.51  -1.07
O -3.86 -1.02 0.33  -0.51
H 2.53 -0.32 -0.25  0.25
H 2.40 0.25 -1.95  0.25
H 1.22 -1.89 -2.66  0.24
H 1.88 -2.71 -1.12  0.25
H 0.34 2.12 -1.14  0.29
H -0.08 2.76 0.52  0.28
H -1.24 3.01 -0.59  0.27
H -1.78 -2.30 -0.32  0.45
H -2.95 1.52 0.43  0.45
H 1.07 0.93 2.76  0.35
H 2.41 0.07 2.40  0.36
H 1.37 -0.51 3.34  0.36

Summary:
Kohn-Sham gap	7.7	eV
LUMO	-0.192	Eh
total charge	+1
HOMO level	-12.9	eV
relative energy (zero: lowest compared OMol25 entry of this formula, charge and spin)	74.9	kcal per mole

=====

This record from OMol25 describes an isolated ion of composition C7H12N3O2 and charge +1 in a non-equilibrium geometry. The level of theory is ωB97M-V/def2-TZVPD.

Each line ends with the natural charge from an NBO analysis.
Element x y z (Å)
C 1.17 -0.51 -0.25  0.25
C 0.13 0.52 -0.23  -0.08
C 2.23 0.57 -0.12  0.45
C 1.15 1.57 -0.04  0.42
C 2.41 -2.55 0.03  -0.42
C -1.63 0.81 1.32  -0.44
C -2.03 -0.31 -0.78  -0.38
N -1.69 2.02 -0.72  -0.60
N 1.23 -1.80 -0.22  -0.50
N -1.31 0.80 -0.10  -0.07
O 3.41 0.48 0.03  -0.42
O 0.91 2.72 0.26  -0.55
H 3.20 -1.94 0.28  0.24
H 2.38 -3.02 0.93  0.22
H 2.46 -3.11 -0.88  0.23
H -2.58 1.32 1.59  0.26
H -1.84 -0.16 1.68  0.24
H -1.00 1.50 1.78  0.25
H -3.07 -0.31 -0.45  0.25
H -1.90 -0.01 -1.81  0.24
H -1.61 -1.27 -0.62  0.21
H -1.42 2.80 -0.14  0.40
H -0.98 2.15 -1.50  0.38
H 0.37 -2.30 -0.05  0.40

Summary:
SMILES string	CNc1c([N+](C)(C)N)c(=O)c1=O
Kohn-Sham gap	9.3	eV
LUMO	-0.151	Eh
total charge	+1
HOMO level	-13.4	eV
relative energy (zero: lowest compared OMol25 entry of this formula, charge and spin)	91.2	kcal per mole

=====

This record from OMol25 describes a 2-piece molecular cluster, C7H12N3OS overall in a non-equilibrium geometry. The level of theory is ωB97M-V/def2-TZVPD.

Each line ends with the natural charge from an NBO analysis.
Element x y z (Å)
C -1.06 0.22 1.54  -0.14
C 0.21 -0.08 1.95  0.32
C 0.18 -0.07 -0.24  0.20
C 1.30 -0.36 -2.44  0.50
C -2.15 0.28 -0.75  -0.39
C 0.18 0.15 4.50  -0.41
C 0.87 -0.02 -4.99  -0.70
N -1.05 0.20 0.21  -0.35
N 0.97 -0.25 0.78  -0.54
N 0.78 -0.19 3.24  -0.62
O 2.44 -0.27 -2.22  -0.39
S 0.03 -0.50 -3.44  0.44
H -1.99 0.36 1.91  0.23
H -2.15 1.21 -1.22  0.22
H -2.01 -0.51 -1.59  0.21
H -3.10 0.06 -0.19  0.23
H -0.16 1.27 4.48  0.21
H -0.58 -0.42 4.88  0.19
H 1.02 0.27 5.28  0.23
H 1.69 0.57 -4.80  0.24
H 0.13 0.57 -5.40  0.24
H 1.21 -0.87 -5.63  0.26
H 1.91 -0.57 0.77  0.44
H 1.36 -1.04 3.38  0.39

Summary:
Kohn-Sham gap	7.3	eV
LUMO	-0.145	Eh
total charge	+1
HOMO level	-11.3	eV
relative energy (zero: lowest compared OMol25 entry of this formula, charge and spin)	92.4	kcal per mole

=====

This record from OMol25 describes an isolated ion of composition C7H12N5 and charge +1 in a non-equilibrium geometry. The level of theory is ωB97M-V/def2-TZVPD.

Each line ends with the natural charge from an NBO analysis.
Element x y z (Å)
C 0.65 -1.63 0.12  0.18
C 0.45 -0.22 0.13  -0.10
C -1.51 -1.41 0.09  0.48
C -3.10 -0.07 0.03  0.42
C 1.93 -2.32 0.17  -0.66
C -4.58 0.33 0.12  -0.65
C 1.51 0.82 0.24  -0.25
N -0.52 -2.30 0.00  -0.47
N -2.81 -1.37 0.00  -0.44
N -1.00 -0.15 0.11  -0.16
N -2.02 0.76 0.05  -0.38
N 2.52 0.72 -0.95  -0.73
H 1.79 -3.35 -0.34  0.28
H 2.79 -1.80 -0.33  0.17
H 2.13 -2.57 1.23  0.26
H -5.11 -0.34 0.71  0.26
H -5.18 0.38 -0.79  0.26
H -4.54 1.30 0.70  0.22
H 1.17 1.88 0.33  0.25
H 2.14 0.47 1.10  0.24
H -1.94 1.78 0.14  0.45
H 3.42 1.22 -0.61  0.46
H 1.96 1.08 -1.76  0.45
H 2.70 -0.32 -1.18  0.46

Summary:
SMILES string	Cc1nc2nc(C)c(C[NH3+])n2[nH]1
Kohn-Sham gap	7.9	eV
LUMO	-0.137	Eh
total charge	+1
HOMO level	-11.6	eV
relative energy (zero: lowest compared OMol25 entry of this formula, charge and spin)	36.2	kcal per mole

=====

This record from OMol25 describes an isolated ion of composition C7H12NO and charge +1 in a non-equilibrium geometry. The level of theory is ωB97M-V/def2-TZVPD.

Each line ends with the natural charge from an NBO analysis.
Element x y z (Å)
C 1.97 1.35 -0.04  -0.17
C 2.17 0.16 0.87  -0.19
C 0.84 1.56 -0.57  -0.23
C 1.35 -0.87 0.92  -0.04
C -0.40 0.70 -0.38  0.35
C 0.09 -1.96 -0.98  -0.42
C -2.58 0.91 0.58  -0.32
N 0.09 -0.97 0.12  -0.45
O -1.18 1.07 0.65  -0.49
H 2.88 1.99 -0.14  0.26
H 3.12 -0.02 1.28  0.25
H 0.66 2.29 -1.34  0.25
H 1.71 -1.76 1.43  0.23
H -0.99 0.44 -1.25  0.20
H 1.08 -2.23 -1.37  0.25
H -0.49 -2.76 -0.60  0.23
H -0.46 -1.61 -1.81  0.22
H -3.02 -0.05 0.80  0.20
H -3.09 1.46 -0.26  0.21
H -3.09 1.59 1.34  0.24
H -0.66 -1.30 0.77  0.43

Summary:
SMILES string	CO[C@H]1C=CC=C[N@@H+]1C
Kohn-Sham gap	10.3	eV
LUMO	-0.130	Eh
total charge	+1
HOMO level	-13.9	eV
relative energy (zero: lowest compared OMol25 entry of this formula, charge and spin)	66.3	kcal per mole

=====

This record from OMol25 describes an isolated ion of composition C7H12NO2 and charge +1 in a non-equilibrium geometry. The level of theory is ωB97M-V/def2-TZVPD.

Each line ends with the natural charge from an NBO analysis.
Element x y z (Å)
C -3.35 -1.09 0.16  0.43
C 0.07 -1.03 -0.86  -0.43
C -1.09 -0.12 -0.42  -0.15
C 1.04 -1.22 0.39  0.08
C -0.48 0.62 0.79  0.09
C 2.45 -0.80 0.04  -0.65
C 0.14 1.85 0.27  -0.10
N -2.28 -0.73 -0.06  -0.13
O 0.35 -0.41 1.37  -0.52
O -0.98 2.57 -0.16  -0.74
H -4.32 -1.51 0.41  0.31
H -0.44 -1.96 -1.20  0.24
H 0.78 -0.63 -1.63  0.26
H -1.35 0.59 -1.19  0.29
H 1.22 -2.23 0.89  0.22
H -1.04 0.78 1.73  0.24
H 2.39 0.00 -0.78  0.18
H 3.05 -1.59 -0.36  0.24
H 3.08 -0.42 0.81  0.25
H 0.74 1.62 -0.61  0.17
H 0.77 2.27 1.01  0.21
H -0.76 3.44 -0.60  0.50

Summary:
SMILES string	C#[N+][C@@H]1C[C@@H](C)O[C@H]1CO
Kohn-Sham gap	9.4	eV
LUMO	-0.161	Eh
total charge	+1
HOMO level	-13.7	eV
relative energy (zero: lowest compared OMol25 entry of this formula, charge and spin)	84.6	kcal per mole

=====

This record from OMol25 describes the molecule C7H12NP in a non-equilibrium geometry. The level of theory is ωB97M-V/def2-TZVPD.

Each line ends with the natural charge from an NBO analysis.
Element x y z (Å)
C -0.80 -1.92 -2.04  -0.21
C -0.39 -1.79 -0.88  0.01
C 1.85 0.00 -0.46  -0.41
C 1.44 -0.95 0.64  -0.41
C 1.13 1.39 -0.50  -0.70
C -0.03 -1.46 0.43  -0.13
C -2.41 0.24 1.02  -0.45
N -1.03 0.51 0.73  -0.71
P -0.65 1.08 -0.88  0.73
H -0.94 -2.40 -2.92  0.22
H 2.93 0.26 -0.45  0.21
H 1.66 -0.72 -1.23  0.21
H 2.22 -1.82 0.44  0.21
H 1.45 -0.66 1.67  0.22
H 1.17 1.79 0.47  0.22
H 1.70 1.96 -1.15  0.23
H -0.36 -2.04 1.23  0.22
H -2.92 1.20 1.00  0.21
H -2.76 -0.57 0.41  0.19
H -2.52 -0.23 2.09  0.18
H -0.95 2.49 -0.55  -0.06

Summary:
Kohn-Sham gap (alpha / beta)	7.6 / 7.6	eV
LUMO (alpha / beta)	-0.012 / -0.013	Eh
total charge	0
HOMO level (alpha / beta)	-7.9 / -8.0	eV
relative energy (zero: lowest compared OMol25 entry of this formula, charge and spin)	98.2	kcal per mole

=====

This record from OMol25 describes C7H12NdO3 as an isolated structure in a non-equilibrium geometry. The level of theory is ωB97M-V/def2-TZVPD.

Each line ends with the natural charge from an NBO analysis.
Element x y z (Å)
C 5.12 -3.59 -1.59  -0.59
C 6.37 -4.04 -1.74  -0.21
H 3.88 -2.89 0.67  0.38
H 4.28 -4.27 -1.54  0.25
H 6.86 -4.08 -2.72  0.21
H 6.92 -4.47 -0.90  0.19
H 5.01 -2.77 -2.35  0.19
O -2.13 0.59 -0.88  -0.83
C -0.87 0.49 -0.84  0.98
O -0.14 1.10 -1.66  -0.84
O -0.35 -0.30 0.10  -0.50
C 1.07 -0.43 0.14  -0.05
C 1.39 -1.35 1.31  -0.55
C 2.79 -1.48 1.66  0.38
C 3.48 -2.70 1.81  -0.76
Nd -2.51 2.38 -3.12  1.91
H 1.53 0.55 0.27  0.21
H 1.43 -0.88 -0.80  0.21
H 0.86 -2.31 1.29  0.26
H 1.05 -0.85 2.26  0.32
H 3.36 -0.55 1.83  0.23
H 4.41 -2.62 2.38  0.29
H 2.88 -3.57 2.07  0.29

Summary:
Kohn-Sham gap (alpha / beta)	5.4 / 5.4	eV
LUMO (alpha / beta)	-0.292 / -0.292	Eh
⟨S²⟩	6.003
total charge	+2
HOMO level (alpha / beta)	-13.4 / -13.4	eV
2S+1	5
relative energy (zero: lowest compared OMol25 entry of this formula, charge and spin)	44.4	kcal per mole

=====

This record from OMol25 describes the molecule C7H12O in a non-equilibrium geometry. The level of theory is ωB97M-V/def2-TZVPD.

Each line ends with the natural charge from an NBO analysis.
Element x y z (Å)
C 1.77 0.48 -1.46  -0.61
C 1.69 -1.03 -1.32  -0.39
C 0.71 -1.66 -0.30  -0.44
C -2.78 0.90 1.01  -0.54
C -1.50 1.03 1.37  0.30
O -1.09 1.98 2.27  -0.68
C -0.37 0.18 0.96  -0.26
C -0.45 -0.76 0.02  -0.12
H 2.61 0.73 -2.09  0.21
H 0.86 0.98 -1.77  0.21
H 2.11 0.94 -0.53  0.20
H 2.71 -1.38 -1.12  0.20
H 1.52 -1.51 -2.27  0.20
H 0.36 -2.58 -0.74  0.21
H 1.21 -1.95 0.63  0.21
H -3.14 0.13 0.37  0.21
H -3.52 1.58 1.41  0.19
H -1.88 2.44 2.63  0.48
H 0.58 0.41 1.40  0.21
H -1.41 -0.92 -0.47  0.20

Summary:
SMILES string	C=C(O)/C=C/CCC
Kohn-Sham gap	9.3	eV
LUMO	0.035	Eh
total charge	0
HOMO level	-8.3	eV
relative energy (zero: lowest compared OMol25 entry of this formula, charge and spin)	26.2	kcal per mole

=====

This record from OMol25 describes the molecule C7H12O in a non-equilibrium geometry. The level of theory is ωB97M-V/def2-TZVPD.

Each line ends with the natural charge from an NBO analysis.
Element x y z (Å)
C -0.76 -2.22 0.86  -0.62
C -1.75 -1.57 -0.12  -0.38
C -1.77 -0.02 -0.04  -0.43
C 2.20 1.73 -1.29  -0.54
C 1.76 1.61 -0.04  0.30
O 2.49 1.94 1.06  -0.68
C 0.39 1.19 0.36  -0.26
C -0.41 0.48 -0.42  -0.12
H -1.20 -3.17 1.20  0.21
H 0.19 -2.42 0.38  0.21
H -0.63 -1.69 1.80  0.21
H -2.73 -1.99 0.13  0.20
H -1.51 -1.88 -1.14  0.20
H -2.49 0.31 -0.81  0.22
H -2.01 0.27 0.97  0.21
H 1.55 1.52 -2.12  0.21
H 3.21 2.03 -1.57  0.20
H 3.38 2.22 0.81  0.48
H 0.10 1.51 1.35  0.21
H 0.00 0.15 -1.37  0.19

Summary:
SMILES string	C=C(O)/C=C/CCC
Kohn-Sham gap	9.4	eV
LUMO	0.036	Eh
total charge	0
HOMO level	-8.4	eV
relative energy (zero: lowest compared OMol25 entry of this formula, charge and spin)	21.4	kcal per mole